No. 1
The following is a DFT calculation (wB97M-V/def2-TZVPD) of a structure of composition C30H45BrN2P2Ru.

Geometry (Å):
N1 0.452 1.405 -10.307
C1 -0.505 0.543 -9.972
C2 -0.606 0.017 -8.677
C3 0.296 0.454 -7.681
C4 1.286 1.385 -8.064
C5 1.340 1.808 -9.402
C6 0.183 -0.033 -6.300
Ru1 -0.003 -1.378 0.592
P1 -2.536 2.675 5.298
C7 0.216 0.784 -5.212
C8 0.039 0.320 -3.857
C9 0.132 1.226 -2.771
C10 -0.036 0.789 -1.456
C11 -0.226 -0.588 -1.231
C12 -0.356 -1.504 -2.282
C13 -0.225 -1.042 -3.590
Br1 -0.894 -1.104 2.866
H1 0.012 -1.111 -6.192
H2 0.345 1.863 -5.352
H3 -1.408 -0.678 -8.436
H4 2.007 1.771 -7.342
H5 -1.217 0.244 -10.743
H6 2.120 2.504 -9.726
H7 0.344 2.276 -2.979
H8 -0.324 -1.751 -4.410
H9 -0.053 1.466 -0.600
H10 -0.550 -2.552 -2.077
P2 1.836 -0.485 1.147
C14 -3.713 2.259 3.930
C15 -4.958 3.140 3.968
H11 -3.967 1.201 4.087
H12 -3.184 2.347 2.970
H13 -5.775 2.622 3.459
H14 -5.269 3.347 4.997
H15 -4.796 4.095 3.458
C16 -1.338 3.702 4.327
C17 -0.562 4.691 5.190
H16 -1.945 4.230 3.579
H17 -0.664 3.012 3.802
H18 -0.171 5.488 4.552
H19 -1.200 5.148 5.954
H20 0.287 4.213 5.687
C18 -1.602 1.085 5.407
C19 -2.010 0.274 6.632
H21 -0.537 1.359 5.447
H22 -1.748 0.511 4.477
H23 -1.208 -0.428 6.879
H24 -2.174 0.937 7.489
H25 -2.923 -0.308 6.460
C20 2.586 -1.448 2.522
C21 3.994 -1.970 2.282
H26 1.896 -2.261 2.785
H27 2.574 -0.766 3.383
H28 4.032 -2.724 1.492
H29 4.686 -1.167 2.016
H30 4.362 -2.432 3.204
C22 1.954 1.225 1.743
C23 2.596 2.243 0.811
H31 2.499 1.179 2.695
H32 0.919 1.500 1.985
H33 3.686 2.247 0.897
H34 2.347 2.093 -0.240
H35 2.247 3.243 1.081
C24 2.942 -0.592 -0.299
C25 2.759 -1.963 -0.934
H36 3.977 -0.380 0.002
H37 2.629 0.200 -0.993
H38 2.770 -1.866 -2.029
H39 3.555 -2.664 -0.657
H40 1.784 -2.415 -0.651
C26 -1.491 -6.014 0.328
C27 -2.113 -5.036 -0.443
C28 -1.756 -3.697 -0.252
N2 -0.706 -3.364 0.524
C29 -0.129 -4.297 1.321
C30 -0.527 -5.632 1.251
H41 -1.758 -7.059 0.210
H42 -2.879 -5.273 -1.171
H43 -2.275 -2.875 -0.750
H44 0.641 -3.913 2.000
H45 -0.016 -6.353 1.893

The HOMO energy (alpha / beta) is -18.84 / -18.82 eV. For the lowest unoccupied orbital energy (alpha / beta), the calculation gives -13.000 / -13.383 eV. Its net charge is +4. For the orbital gap (alpha / beta), the calculation gives 5.8 / 5.4 eV. The energy above the lowest of the compared OMol25 structures with the same formula, charge and spin comes out at 0.000 eV. Its multiplicity is 5.

Mulliken population analysis, charges in e, atoms 1 to 5: N 0.059; C -0.386; C -0.304; C 0.431; C -0.327



No. 2
The following is a DFT calculation (wB97M-V/def2-TZVPD) of a cluster of 10 separate species, C30H45F5O30 in total.

Geometry (Å):
C1 -6.283 -2.162 -5.822
C2 -4.882 -1.919 -5.273
O1 -5.113 -0.801 -4.475
C3 -6.315 -0.860 -3.954
O2 -6.695 -0.092 -3.057
O3 -7.006 -1.746 -4.635
F1 -4.197 -1.641 -6.395
H1 -6.526 -3.191 -6.087
H2 -6.521 -1.559 -6.698
H3 -4.427 -2.790 -4.802
C4 -0.689 8.357 -1.860
C5 -0.503 7.483 -3.146
O4 -1.206 8.142 -4.129
C6 -1.290 9.442 -3.764
O5 -1.685 10.332 -4.528
O6 -0.913 9.608 -2.447
F2 -0.825 6.262 -3.160
H4 0.187 8.236 -1.223
H5 -1.599 8.048 -1.347
H6 0.578 7.554 -3.264
C7 5.078 0.891 5.717
C8 3.869 0.094 6.214
O7 3.352 0.836 7.335
C9 4.374 1.577 7.781
O8 4.432 2.201 8.876
O9 5.414 1.520 6.902
F3 4.262 -1.106 6.590
H7 4.786 1.628 4.968
H8 5.959 0.323 5.419
H9 3.068 -0.078 5.495
C10 -6.169 10.827 4.923
C11 -5.419 10.647 6.265
O10 -4.988 9.320 6.144
C12 -4.854 9.024 4.830
O11 -4.512 7.951 4.366
O12 -5.377 10.030 4.112
F4 -6.287 10.784 7.306
H10 -6.199 11.815 4.463
H11 -7.193 10.453 4.907
H12 -4.677 11.445 6.300
C13 2.800 2.125 -9.650
C14 2.560 2.169 -8.169
O13 3.615 2.898 -7.557
C15 4.482 3.193 -8.541
O14 5.516 3.805 -8.410
O15 4.091 2.639 -9.693
F5 2.628 0.908 -7.643
H13 2.120 2.802 -10.167
H14 2.786 1.104 -10.029
H15 1.585 2.536 -7.850
C16 -4.512 -4.788 1.362
O16 -3.218 -5.372 1.456
C17 -2.410 -5.098 2.426
O17 -2.575 -4.224 3.310
O18 -1.201 -5.687 2.239
C18 -0.176 -5.627 3.164
H16 -4.446 -3.711 1.521
H17 -5.182 -5.119 2.156
H18 -4.946 -4.896 0.368
H19 0.156 -4.610 3.372
H20 0.653 -6.265 2.858
H21 -0.635 -6.009 4.076
C19 6.244 -10.688 -3.401
O19 5.270 -11.007 -4.401
C20 4.323 -10.173 -4.768
O20 4.176 -8.990 -4.423
O21 3.533 -10.780 -5.539
C21 2.327 -10.204 -6.017
H22 6.597 -11.646 -3.020
H23 5.880 -10.109 -2.552
H24 7.083 -10.258 -3.948
H25 1.957 -10.869 -6.797
H26 2.461 -9.163 -6.311
H27 1.524 -10.271 -5.284
C22 0.907 -2.450 -1.931
O22 -0.238 -1.681 -1.459
C23 0.058 -0.825 -0.510
O23 1.072 -0.747 0.188
O24 -1.008 -0.051 -0.359
C24 -0.930 1.043 0.554
H28 1.399 -2.991 -1.123
H29 1.622 -1.809 -2.445
H30 0.622 -3.164 -2.704
H31 -0.054 1.575 0.182
H32 -0.682 0.783 1.582
H33 -1.818 1.676 0.554
C25 11.516 -2.659 -1.515
O25 10.373 -2.952 -0.795
C26 9.939 -4.237 -0.677
O26 10.178 -5.165 -1.434
O27 9.214 -4.191 0.393
C27 8.510 -5.312 0.811
H34 11.455 -3.028 -2.539
H35 12.457 -2.949 -1.048
H36 11.685 -1.588 -1.625
H37 9.146 -6.195 0.751
H38 7.663 -5.481 0.146
H39 8.285 -5.119 1.859
C28 -6.939 1.834 6.386
O28 -7.513 2.489 7.545
C29 -8.370 3.529 7.385
O29 -8.582 4.162 6.332
O30 -8.824 3.764 8.617
C30 -9.570 4.993 8.890
H40 -6.202 2.474 5.901
H41 -7.575 1.673 5.516
H42 -6.489 0.895 6.709
H43 -9.380 5.530 9.820
H44 -10.647 4.841 8.827
H45 -9.357 5.830 8.225

The HOMO energy is -10.57 eV. For the lowest unoccupied orbital energy, the calculation gives 0.130 eV. For the orbital gap, the calculation gives 10.7 eV. The energy above the lowest of the compared OMol25 structures with the same formula, charge and spin comes out at 5.667 eV.

Mulliken population analysis, charges in e, atoms 1 to 5: C -0.370; C 0.283; O -0.287; C 0.736; O -0.573



No. 3
The following is a DFT calculation (wB97M-V/def2-TZVPD) of a structure of composition C30H45IrN3O3SSbSi.

Geometry (Å):
Ir1 1.933 -0.009 0.057
C1 3.290 -2.061 -1.991
C2 4.336 -1.259 -1.282
C3 5.683 -1.481 -1.541
C4 6.649 -0.746 -0.889
C5 6.246 0.221 0.022
C6 4.898 0.415 0.258
N1 3.958 -0.323 -0.385
Sb1 4.359 1.952 1.677
C7 2.950 2.765 0.291
C8 2.957 4.122 0.044
C9 2.253 4.626 -1.044
C10 1.621 3.737 -1.883
C11 1.627 2.375 -1.601
C12 0.945 1.419 -2.529
N2 2.248 1.918 -0.494
C13 3.052 0.602 2.700
C14 3.070 0.542 4.077
C15 2.463 -0.530 4.723
C16 1.956 -1.556 3.959
C17 1.970 -1.475 2.569
C18 1.509 -2.642 1.752
N3 2.441 -0.362 1.973
H1 3.747 -2.661 -2.775
H2 2.781 -2.741 -1.306
H3 2.534 -1.425 -2.451
H4 5.956 -2.238 -2.263
H5 7.699 -0.917 -1.085
H6 6.979 0.821 0.543
H7 3.524 4.783 0.686
H8 2.234 5.688 -1.248
H9 1.110 4.076 -2.773
H10 1.039 1.772 -3.555
H11 1.375 0.417 -2.480
H12 -0.116 1.333 -2.279
H13 3.568 1.317 4.644
H14 2.437 -0.582 5.803
H15 1.549 -2.446 4.418
H16 1.941 -3.555 2.164
H17 0.422 -2.733 1.773
H18 1.811 -2.563 0.709
C19 -2.858 2.221 1.814
C20 -2.838 2.532 0.327
C21 -1.600 3.335 -0.042
C22 -4.111 3.232 -0.113
O1 -2.767 1.306 -0.459
Si1 -2.505 -0.241 -0.185
S1 -0.232 -0.321 0.117
O2 -2.751 -1.185 -1.433
C23 -2.632 -1.177 -2.882
C24 -1.244 -1.692 -3.224
C25 -2.850 0.232 -3.404
C26 -3.712 -2.124 -3.378
O3 -3.102 -0.808 1.174
C27 -3.117 -2.068 1.903
C28 -2.186 -1.884 3.093
C29 -4.553 -2.273 2.349
C30 -2.650 -3.205 1.008
H19 -2.896 3.155 2.375
H20 -1.960 1.676 2.113
H21 -3.730 1.626 2.079
H22 -1.617 4.307 0.451
H23 -1.560 3.494 -1.121
H24 -0.701 2.800 0.278
H25 -4.210 4.189 0.400
H26 -4.983 2.623 0.126
H27 -4.097 3.413 -1.187
H28 -0.475 -1.039 -2.804
H29 -1.118 -1.729 -4.306
H30 -1.101 -2.697 -2.826
H31 -2.076 0.915 -3.044
H32 -3.819 0.617 -3.089
H33 -2.820 0.226 -4.494
H34 -3.568 -3.120 -2.961
H35 -3.676 -2.196 -4.465
H36 -4.698 -1.763 -3.090
H37 -2.572 -1.118 3.767
H38 -1.197 -1.571 2.752
H39 -2.093 -2.818 3.648
H40 -4.893 -1.423 2.941
H41 -4.632 -3.173 2.960
H42 -5.210 -2.385 1.487
H43 -1.644 -3.017 0.620
H44 -3.319 -3.331 0.158
H45 -2.632 -4.135 1.575

The HOMO energy (alpha / beta) is -13.78 / -13.78 eV. For the lowest unoccupied orbital energy (alpha / beta), the calculation gives -7.035 / -7.035 eV. Its net charge is +2. For the orbital gap (alpha / beta), the calculation gives 6.7 / 6.7 eV. The energy above the lowest of the compared OMol25 structures with the same formula, charge and spin comes out at 0.000 eV.

Mulliken population analysis, charges in e, atoms 1 to 5: Ir -0.243; C -1.432; C 1.205; C -0.895; C -0.495



No. 4
The following is a DFT calculation (wB97M-V/def2-TZVPD) of a structure of composition C30H45N4O4SiZr.

Geometry (Å):
Zr1 0.348 -0.047 -1.058
C1 1.078 0.251 -4.168
N1 0.812 -0.877 -3.243
C2 1.975 -1.788 -3.245
C3 2.237 -2.395 -1.888
C4 3.072 -3.497 -1.751
C5 3.372 -3.969 -0.482
C6 2.815 -3.322 0.615
C7 1.985 -2.233 0.406
N2 1.694 -1.765 -0.825
C8 -0.432 -1.557 -3.649
C9 -1.612 -0.659 -3.329
C10 -2.830 -0.771 -3.988
C11 -3.826 0.163 -3.728
C12 -3.560 1.194 -2.835
C13 -2.333 1.224 -2.189
N3 -1.377 0.305 -2.410
C14 1.945 1.281 -3.482
C15 2.801 2.106 -4.197
C16 3.514 3.086 -3.518
C17 3.367 3.173 -2.141
C18 2.527 2.285 -1.492
N4 1.803 1.355 -2.143
H1 1.553 -0.100 -5.094
H2 0.135 0.736 -4.454
H3 1.869 -2.572 -4.008
H4 2.873 -1.212 -3.505
H5 3.490 -3.975 -2.622
H6 4.022 -4.818 -0.353
H7 3.030 -3.663 1.615
H8 1.532 -1.702 1.245
H9 -0.427 -1.775 -4.729
H10 -0.523 -2.522 -3.132
H11 -3.000 -1.566 -4.697
H12 -4.780 0.100 -4.230
H13 -4.297 1.960 -2.652
H14 -2.081 2.015 -1.484
H15 2.899 1.998 -5.265
H16 4.170 3.756 -4.052
H17 3.900 3.922 -1.575
H18 2.416 2.308 -0.409
C19 -1.423 -2.779 -0.005
C20 -1.957 -1.504 0.669
C21 -2.158 -1.733 2.164
C22 -3.282 -1.081 0.020
O1 -0.966 -0.475 0.418
Si1 -0.119 0.656 1.669
O2 0.714 1.210 0.405
O3 -1.148 1.536 2.492
C23 -1.714 2.874 2.431
C24 -2.993 2.816 3.259
C25 -2.010 3.206 0.971
C26 -0.719 3.859 3.032
O4 0.657 -0.473 2.499
C27 1.302 -0.536 3.816
C28 0.416 0.135 4.850
C29 2.655 0.153 3.699
C30 1.470 -2.017 4.149
H19 -2.180 -3.559 0.023
H20 -0.538 -3.146 0.521
H21 -1.172 -2.566 -1.059
H22 -2.954 -2.456 2.324
H23 -2.428 -0.804 2.657
H24 -1.248 -2.114 2.618
H25 -4.085 -1.724 0.374
H26 -3.244 -1.169 -1.067
H27 -3.531 -0.057 0.298
H28 -3.678 2.071 2.860
H29 -3.487 3.782 3.253
H30 -2.762 2.559 4.289
H31 -2.745 2.498 0.590
H32 -1.083 3.146 0.390
H33 -2.416 4.211 0.887
H34 -0.449 3.566 4.042
H35 -1.177 4.843 3.084
H36 0.184 3.925 2.429
H37 0.330 1.197 4.649
H38 0.839 -0.001 5.841
H39 -0.577 -0.305 4.835
H40 2.522 1.191 3.407
H41 3.281 -0.343 2.960
H42 3.167 0.126 4.657
H43 0.507 -2.513 4.220
H44 1.962 -2.107 5.111
H45 2.084 -2.530 3.415

The HOMO energy is -18.19 eV. For the lowest unoccupied orbital energy, the calculation gives -9.346 eV. Its net charge is +3. For the orbital gap, the calculation gives 8.8 eV.

Mulliken population analysis, charges in e, atoms 1 to 5: Zr 0.464; C -1.013; N 0.903; C -1.184; C 0.422



No. 5
The following is a DFT calculation (wB97M-V/def2-TZVPD) of a structure of composition C30H45O7PdS4Se.

Geometry (Å):
Pd1 -0.422 -0.019 -3.140
C1 3.042 -4.568 2.300
C2 1.867 -3.628 2.595
C3 2.187 -2.805 3.849
C4 0.632 -4.479 2.885
C5 1.642 -2.693 1.410
C6 0.463 -2.630 0.692
C7 0.339 -1.747 -0.372
Se1 -1.357 -1.592 -1.211
C8 -2.026 -0.129 -0.190
C9 -2.694 -0.403 0.987
C10 -3.138 0.637 1.797
C11 -2.904 1.925 1.326
C12 -2.251 2.236 0.136
C13 -1.742 1.167 -0.642
O1 -1.024 1.358 -1.716
C14 -2.118 3.727 -0.213
C15 -1.262 4.418 0.857
C16 -1.486 4.031 -1.575
C17 -3.517 4.361 -0.225
C18 -3.822 0.331 3.126
C19 -4.251 1.602 3.858
C20 -5.069 -0.528 2.885
C21 -2.851 -0.441 4.031
C22 1.375 -0.912 -0.824
O2 1.273 -0.177 -1.893
C23 2.575 -0.924 -0.046
C24 2.656 -1.818 1.008
C25 3.807 -0.034 -0.289
C26 4.165 0.686 1.019
C27 4.983 -0.927 -0.705
C28 3.651 1.053 -1.356
H1 3.212 -5.248 3.138
H2 3.963 -4.010 2.127
H3 2.844 -5.165 1.408
H4 2.328 -3.460 4.713
H5 1.374 -2.112 4.071
H6 3.097 -2.218 3.722
H7 0.834 -5.144 3.728
H8 0.357 -5.098 2.030
H9 -0.229 -3.861 3.147
H10 -0.384 -3.250 0.954
H11 -2.855 -1.435 1.275
H12 -3.254 2.756 1.923
H13 -0.267 3.971 0.897
H14 -1.706 4.334 1.851
H15 -1.151 5.479 0.625
H16 -0.453 3.698 -1.628
H17 -1.513 5.115 -1.721
H18 -2.032 3.554 -2.388
H19 -4.024 4.271 0.737
H20 -4.144 3.886 -0.980
H21 -3.441 5.425 -0.463
H22 -4.960 2.186 3.270
H23 -3.398 2.241 4.092
H24 -4.736 1.335 4.799
H25 -5.775 -0.011 2.234
H26 -5.569 -0.750 3.831
H27 -4.816 -1.476 2.411
H28 -1.951 0.146 4.219
H29 -2.541 -1.379 3.571
H30 -3.321 -0.673 4.989
H31 3.583 -1.839 1.569
H32 4.408 -0.006 1.826
H33 3.332 1.307 1.352
H34 5.032 1.331 0.862
H35 5.223 -1.665 0.062
H36 5.876 -0.321 -0.883
H37 4.747 -1.464 -1.624
H38 2.806 1.709 -1.154
H39 3.504 0.636 -2.347
H40 4.568 1.651 -1.355
O3 -2.343 1.586 -4.405
H41 -1.709 2.286 -4.604
H42 -2.205 0.927 -5.103
O4 -1.534 -2.804 -6.065
S1 -1.317 -1.879 -4.987
O5 -2.460 -1.537 -4.152
O6 -0.637 -0.600 -5.414
S2 0.146 -2.628 -3.725
C29 3.050 -0.620 -5.637
O7 2.331 0.159 -4.672
C30 2.121 1.417 -4.891
S3 2.587 2.375 -6.156
S4 1.044 2.251 -3.889
H43 3.027 -1.629 -5.235
H44 4.072 -0.249 -5.728
H45 2.536 -0.575 -6.596

The HOMO energy (alpha / beta) is -4.96 / -4.86 eV. For the lowest unoccupied orbital energy (alpha / beta), the calculation gives 2.316 / -0.388 eV. Its net charge is -1. For the orbital gap (alpha / beta), the calculation gives 7.3 / 4.5 eV. The energy above the lowest of the compared OMol25 structures with the same formula, charge and spin comes out at 1.212 eV. Its multiplicity is 5.

Mulliken population analysis, charges in e, atoms 1 to 5: Pd 0.382; C -1.707; C 1.934; C -1.594; C -2.024



| no. | energy (eV) |
| --- | --- |
| 1 | -125978.9801 |
| 2 | -106847.4599 |
| 3 | -70533.1812 |
| 4 | -55134.9622 |
| 5 | -158339.9648 |